14
Properties=species:S:1:pos:R:3:forces:R:3 method="wB97M-V/def2-TZVPD" multiplicity=1 lumo_energy_ha=-0.0116 total_charge=0 total_energy_ev=-25947.3844 e_above_lowest_kcal_mol=23.7 orbital_gap_ev=8.31
C 0.894 1.786 0.547 -0.205 0.914 0.998
C 0.670 0.335 0.296 2.013 -1.388 -1.345
S 1.853 -0.542 -0.483 -0.860 0.679 0.705
C -0.623 -0.314 0.617 -1.404 2.891 2.143
C -0.761 -1.759 0.561 1.658 -1.598 -1.116
S -1.831 0.496 -0.485 0.582 -0.019 -1.388
H 1.285 2.248 -0.381 -0.196 -0.137 0.707
H 1.647 1.935 1.386 -0.790 -0.260 -1.091
H -0.060 2.279 0.857 0.792 -0.228 -0.296
H -0.940 0.119 1.644 0.415 -0.699 -1.291
H -1.729 -2.122 0.782 -1.022 -0.069 0.706
H 0.016 -2.201 1.206 -0.397 -0.261 -0.353
H -0.614 -2.067 -0.498 0.348 -0.074 0.697
H -1.043 0.249 -1.617 -0.933 0.250 0.924